# CCl6P

2 unconnected molecules or ions with the total composition CCl6P (ωB97M-V/def2-TZVPD, the OMol25 dataset).

Its net charge is +1. For the frontier orbital gap, the calculation gives 7.13 eV. The HOMO energy is -14.1 eV.

Each line ends with the Mulliken charge.
CARTESIAN COORDINATES (ANGSTROEM)
C (0.688159, 0.630579, 1.288796)  0.41
P (-0.346336, -0.379350, -0.975848)  0.70
Cl (-0.444649, -0.332792, 2.234704)  0.05
Cl (0.380006, 2.167015, 0.981547)  0.10
Cl (2.241871, -0.084308, 1.091466)  0.06
Cl (-2.064261, 0.492243, -1.149166)  -0.09
Cl (0.432557, -0.299230, -2.884111)  -0.15
Cl (-0.887348, -2.194156, -0.587388)  -0.08

Force components x, y, z for each atom (eV/Å):
C -0.18 -3.97 -0.04
P 1.73 0.89 -0.68
Cl 1.17 1.26 -0.63
Cl -0.12 1.83 0.04
Cl -0.81 0.84 0.43
Cl -1.46 1.12 -0.19
Cl -0.29 -0.22 1.00
Cl -0.05 -1.76 0.07

***

# CClF3OS

A molecular structure, CClF3OS (ωB97M-V/def2-TZVPD, the OMol25 dataset).

For the frontier orbital gap (spin up / spin down), the calculation gives 8.49 / 8.49 eV. The HOMO energy (spin up / spin down) is -10.1 / -10.1 eV.

Each line ends with the Mulliken charge.
CARTESIAN COORDINATES (ANGSTROEM)
C (2.203022, -0.323777, -0.278595)  0.14
O (-2.742729, -0.495748, 0.886299)  -0.33
F (1.880952, 0.772718, -0.839271)  -0.06
F (2.377403, -0.177075, 1.070272)  -0.12
F (-1.552867, 1.403133, -0.233002)  -0.24
S (-2.116243, -0.173313, -0.338293)  0.75
Cl (-0.049538, -1.005937, -0.267413)  -0.14

Force components x, y, z for each atom (eV/Å):
C 1.18 -1.79 1.13
O -0.22 0.02 0.41
F 0.47 1.48 0.75
F -0.35 1.02 -1.92
F -0.72 -1.79 -0.04
S 2.14 1.28 -0.24
Cl -2.51 -0.22 -0.08

***

# CClNOS2

CClNOS2 in the gas phase (ωB97M-V/def2-TZVPD, the OMol25 dataset).

For the frontier orbital gap, the calculation gives 8.68 eV. The HOMO energy is -10.9 eV.

Each line ends with the Mulliken charge.
CARTESIAN COORDINATES (ANGSTROEM)
C (-0.453009, 1.930539, 0.453536)  0.17
N (-1.230701, 2.735812, 0.463166)  -0.28
O (-0.028683, -2.283597, 0.843438)  -0.35
S (0.988011, 0.332223, 0.380929)  0.09
S (-0.285333, -1.282480, -0.149443)  0.55
Cl (1.009714, -1.432497, -1.991625)  -0.19

Force components x, y, z for each atom (eV/Å):
C 5.59 -6.55 -0.11
N -2.84 3.04 0.03
O 0.23 -0.48 -0.13
S -2.64 3.76 0.46
S 0.49 0.79 -1.36
Cl -0.83 -0.57 1.12

***

# CClNOS2

2 unconnected molecules or ions with the total composition CClNOS2 (ωB97M-V/def2-TZVPD, the OMol25 dataset).

For the frontier orbital gap (spin up / spin down), the calculation gives 5.94 / 8.48 eV. The HOMO energy (spin up / spin down) is -9.4 / -10.4 eV.

Each line ends with the Mulliken charge.
CARTESIAN COORDINATES (ANGSTROEM)
C (-1.934173, -0.124391, 0.128835)  0.37
N (-2.645284, 0.163871, 1.004023)  -0.33
O (1.609287, 1.496009, -0.584242)  -0.29
S (-1.212580, -0.900046, -1.106936)  -0.10
S (1.423366, 0.417847, 0.301323)  0.45
Cl (2.759382, -1.053288, 0.256998)  -0.10

Force components x, y, z for each atom (eV/Å):
C -0.87 -0.60 0.49
N 0.19 0.59 0.13
O 1.08 2.18 -2.19
S 0.93 0.12 -0.40
S -2.22 -1.79 2.35
Cl 0.90 -0.50 -0.38

***

# CClO2

2 unconnected molecules or ions with the total composition CClO2 (ωB97M-V/def2-TZVPD, the OMol25 dataset).

Its net charge is -1. For the frontier orbital gap, the calculation gives 7.50 eV. The HOMO energy is -3.8 eV.

Each line ends with the Mulliken charge.
CARTESIAN COORDINATES (ANGSTROEM)
C (-0.330699, -0.016664, 0.084397)  0.63
O (-0.575414, -1.142469, -0.031190)  -0.37
O (-0.387115, 1.129442, -0.032812)  -0.34
Cl (2.748938, -0.010781, -0.005054)  -0.93

Force components x, y, z for each atom (eV/Å):
C -0.75 -0.06 -1.67
O 0.47 -1.02 0.82
O 0.48 1.14 0.80
Cl -0.20 -0.06 0.05

***

# CClO2S

2 unconnected molecules or ions with the total composition CClO2S (ωB97M-V/def2-TZVPD, the OMol25 dataset).

Its net charge is -1. For the frontier orbital gap, the calculation gives 6.33 eV. The HOMO energy is -2.8 eV.

Each line ends with the Mulliken charge.
CARTESIAN COORDINATES (ANGSTROEM)
C (-1.445319, 0.106151, -0.012363)  0.68
O (-1.802010, -0.823373, -0.586265)  -0.37
O (-1.234508, 1.085953, 0.546830)  -0.36
S (1.551942, -0.889875, 0.315611)  -0.64
Cl (2.929894, 0.521143, -0.263811)  -0.31

Force components x, y, z for each atom (eV/Å):
C 0.15 0.13 0.01
O -0.35 -1.26 -0.68
O 0.26 1.19 0.69
S -0.48 -0.57 0.16
Cl 0.42 0.51 -0.18

***

# CDyF3NO4S2

A molecular structure, CDyF3NO4S2 (ωB97M-V/def2-TZVPD, the OMol25 dataset).

Its net charge is +1. As for the expectation value of S²: 9.6387. For the frontier orbital gap (spin up / spin down), the calculation gives 6.01 / 8.48 eV. The HOMO energy (spin up / spin down) is -13.9 / -14.2 eV. As for the spin multiplicity: 6.

Each line ends with the Löwdin spin population.
CARTESIAN COORDINATES (ANGSTROEM)
N (-0.396319, -1.192496, 0.775745)  -0.08
S (-0.282752, -0.277897, 2.174426)  -0.29
O (-1.169634, 0.960721, 1.792758)  -0.12
O (0.950208, 0.377739, 2.766159)  -0.27
S (0.208984, -0.906147, -0.658898)  0.00
O (0.380521, 0.600915, -0.576718)  0.04
O (0.378526, -2.358496, -0.910430)  -0.03
Dy (0.151904, 2.406823, 0.825355)  5.73
C (0.111801, -0.685275, -2.562036)  0.00
F (1.215196, -1.158627, -3.125028)  0.00
F (-0.931950, -1.354235, -3.031328)  0.00
F (-0.019094, 0.533578, -3.060015)  0.00

Force components x, y, z for each atom (eV/Å):
N 0.04 0.46 4.02
S -0.60 1.92 -2.44
O 0.07 -0.74 0.89
O -1.02 -1.22 -1.55
S -1.36 -2.31 -1.56
O 1.84 1.30 1.32
O 1.61 1.45 -0.38
Dy 0.27 -0.53 -0.09
C -0.88 -0.39 -2.26
F 0.30 -0.37 0.74
F -0.21 -0.57 0.43
F -0.07 1.01 0.91

***

# CF2NO2

2 unconnected molecules or ions with the total composition CF2NO2 (ωB97M-V/def2-TZVPD, the OMol25 dataset).

Its net charge is -1. For the frontier orbital gap, the calculation gives 5.97 eV. The HOMO energy is -2.2 eV.

Each line ends with the Mulliken charge.
CARTESIAN COORDINATES (ANGSTROEM)
C (0.839889, 1.191992, -0.217423)  0.66
N (-0.456012, -1.107085, 0.604143)  -0.24
O (1.428611, 1.406090, 0.741373)  -0.39
O (0.196073, 1.324522, -1.189675)  -0.39
F (-1.892249, -0.708605, 0.486084)  -0.33
F (-0.116312, -2.106914, -0.424501)  -0.31

Force components x, y, z for each atom (eV/Å):
C -2.79 0.61 -1.85
N 0.85 0.77 0.94
O 1.65 -0.29 1.71
O 0.84 -0.61 0.19
F 0.35 -0.64 -0.72
F -0.90 0.16 -0.27

***

# CF3IO

2 unconnected molecules or ions with the total composition CF3IO (ωB97M-V/def2-TZVPD, the OMol25 dataset).

For the frontier orbital gap (spin up / spin down), the calculation gives 7.06 / 9.21 eV. The HOMO energy (spin up / spin down) is -9.5 / -9.8 eV.

Each line ends with the Mulliken charge.
CARTESIAN COORDINATES (ANGSTROEM)
C (-1.219877, -0.086041, 0.117350)  0.51
O (2.176185, 0.427520, -0.265714)  -0.40
F (-1.657580, -0.369528, 1.282654)  -0.16
F (-1.242924, 1.244165, -0.168536)  -0.18
F (-1.839363, -0.759271, -0.823006)  -0.17
I (3.783559, -0.456846, -0.142747)  0.40

Force components x, y, z for each atom (eV/Å):
C 1.20 1.52 -1.87
O -0.61 0.31 -0.04
F -0.72 -0.06 1.48
F -0.18 -1.31 0.56
F -0.25 -0.14 -0.18
I 0.57 -0.31 0.04

***

# CF3IOS

CF3IOS in the gas phase (ωB97M-V/def2-TZVPD, the OMol25 dataset).

For the frontier orbital gap, the calculation gives 8.91 eV. The HOMO energy is -10.3 eV.

Each line ends with the Mulliken charge.
CARTESIAN COORDINATES (ANGSTROEM)
C (-0.665438, 0.448186, 0.024316)  0.68
O (0.471171, -2.157014, -0.417453)  -0.48
F (-0.568326, 0.837124, -1.231740)  -0.16
F (-0.411201, 1.488181, 0.821657)  -0.19
F (-1.904117, 0.036483, 0.271756)  -0.20
S (0.555904, -0.940538, 0.579100)  0.25
I (2.522010, 0.287576, -0.047639)  0.11

Force components x, y, z for each atom (eV/Å):
C 0.20 -0.09 0.28
O -0.11 3.70 2.88
F 0.05 -0.29 -0.02
F 0.04 0.02 0.06
F 0.12 -0.23 -0.14
S -0.58 -3.30 -3.05
I 0.28 0.19 -0.01